Molecular formula: C34H25CoNO3PS5Se2
Method: DFT, wB97M-V/def2-TZVPD

Each line ends with the Mulliken spin population.
Element x y z (Å)
Co: 0.12 0.49 -0.40  2.5360
Se: -1.96 -0.80 2.76  0.0176
P: -2.50 -1.63 0.88  0.0158
Se: -1.15 -1.81 -0.84  0.0611
C: -3.12 -3.32 1.24  -0.0047
C: -2.57 -4.44 0.64  0.0025
C: -3.03 -5.70 0.98  0.0012
C: -4.02 -5.85 1.93  0.0007
C: -4.55 -4.73 2.55  -0.0004
C: -4.10 -3.47 2.21  0.0008
C: -3.99 -0.82 0.19  -0.0053
C: -4.25 0.52 0.45  0.0304
C: -5.34 1.13 -0.14  -0.0160
C: -6.18 0.41 -0.97  0.0025
C: -5.91 -0.93 -1.23  -0.0016
C: -4.81 -1.54 -0.66  0.0026
H: -1.79 -4.31 -0.10  0.0018
H: -2.60 -6.58 0.51  0.0000
H: -4.38 -6.84 2.20  0.0000
H: -5.31 -4.85 3.31  -0.0001
H: -4.48 -2.59 2.71  -0.0001
H: -3.60 1.07 1.11  -0.0073
H: -5.53 2.18 0.04  0.0010
H: -7.03 0.89 -1.42  0.0001
H: -6.57 -1.49 -1.88  0.0000
H: -4.58 -2.57 -0.88  -0.0012
O: -3.45 6.39 -0.05  0.0261
C: -2.90 5.32 -0.10  0.0151
S: -3.12 4.16 -1.40  0.0021
C: -2.00 2.93 -0.80  0.1006
C: -1.38 3.19 0.38  0.1097
S: -0.26 2.16 1.16  0.3888
S: -1.78 4.74 1.13  0.0018
S: -1.78 1.52 -1.72  0.4077
O: 6.85 1.14 4.43  0.0008
C: 5.63 0.74 4.91  0.0003
O: 5.50 0.60 6.10  0.0061
C: 4.58 0.49 3.92  0.0214
C: 3.35 -0.03 4.36  -0.0048
C: 2.36 -0.37 3.48  0.0210
C: 2.54 -0.20 2.10  -0.0138
S: 1.41 -0.86 0.98  0.1099
C: 3.74 0.39 1.65  0.0128
C: 4.73 0.73 2.54  -0.0060
H: 6.82 1.18 3.47  0.0000
H: 3.24 -0.19 5.42  -0.0003
H: 1.42 -0.77 3.83  -0.0009
H: 3.87 0.57 0.60  0.0028
H: 5.63 1.18 2.14  -0.0006
C: 1.63 -2.03 -4.62  0.0146
C: 0.53 -1.20 -4.54  0.0001
C: 0.47 -0.21 -3.59  0.0283
C: 1.54 -0.02 -2.69  -0.0536
C: 2.65 -0.87 -2.79  -0.0067
C: 2.69 -1.86 -3.74  -0.0065
N: 1.49 0.99 -1.73  0.1101
C: 2.45 1.94 -1.77  0.0022
C: 3.19 2.21 -2.94  0.0227
C: 4.12 3.23 -2.98  -0.0105
C: 4.36 4.01 -1.85  0.0224
C: 3.65 3.76 -0.69  -0.0123
C: 2.71 2.76 -0.64  0.0009
H: 1.67 -2.81 -5.38  0.0017
H: -0.30 -1.32 -5.23  -0.0004
H: -0.38 0.45 -3.54  -0.0009
H: 3.46 -0.74 -2.09  0.0012
H: 3.55 -2.52 -3.79  -0.0001
H: 3.01 1.61 -3.82  0.0019
H: 4.64 3.43 -3.90  -0.0005
H: 5.09 4.81 -1.89  0.0024
H: 3.83 4.36 0.19  -0.0005
H: 2.15 2.57 0.27  0.0458

Values from the calculation:
- total charge = -2
- multiplicity = 5
- frontier orbital gap (alpha / beta) (hartree) = 0.2235 / 0.1769



Molecular formula: C34H25FN6O5PtS
Method: DFT, wB97M-V/def2-TZVPD

Each line ends with the Mulliken spin population.
Element x y z (Å)
Pt: 0.12 -0.04 0.00  0.4842
O: 6.78 0.13 -1.13  0.3390
C: 6.43 0.07 0.02  0.0598
O: 6.77 0.12 1.18  0.3290
C: 4.70 0.08 0.01  0.4740
C: 4.05 0.07 -1.22  -0.0680
C: 2.67 -0.01 -1.21  0.1945
N: 2.03 -0.09 0.00  0.3420
C: 2.66 0.01 1.22  0.2092
C: 4.04 0.08 1.24  -0.0651
C: 1.75 0.03 2.34  0.0099
C: 2.14 0.07 3.68  0.0467
C: 1.18 0.08 4.67  0.0135
C: -0.17 0.04 4.31  0.0471
C: -0.50 0.01 2.98  -0.0007
N: 0.42 -0.01 2.01  0.0661
C: 1.77 0.00 -2.34  0.0126
C: 2.17 0.03 -3.67  0.0431
C: 1.22 0.03 -4.67  0.0126
C: -0.13 0.00 -4.33  0.0463
C: -0.47 -0.03 -3.00  0.0011
N: 0.44 -0.03 -2.02  0.0634
H: 4.61 0.13 -2.14  -0.0102
H: 4.60 0.15 2.16  -0.0107
H: 3.19 0.11 3.93  0.0022
H: 1.47 0.10 5.71  0.0007
H: -0.94 0.05 5.06  0.0017
H: -1.53 -0.02 2.66  0.0117
H: 3.22 0.07 -3.91  0.0024
H: 1.52 0.04 -5.71  0.0007
H: -0.90 0.00 -5.08  0.0018
H: -1.51 -0.05 -2.69  0.0110
C: -6.08 4.41 -1.41  0.0294
C: -5.89 3.96 0.04  -0.0390
C: -7.18 3.50 0.70  0.0067
C: -7.69 2.22 0.06  -0.0101
C: -6.61 1.18 0.00  0.0923
C: -6.93 -0.16 -0.06  -0.0488
C: -5.92 -1.11 -0.10  0.1147
F: -6.24 -2.38 -0.16  0.0244
C: -4.57 -0.77 -0.08  0.0870
C: -4.23 0.57 -0.01  -0.0708
C: -2.80 0.95 0.01  0.1072
O: -1.97 0.02 -0.01  0.1585
C: -2.53 2.35 0.05  0.1256
C: -3.58 3.24 0.09  -0.0686
N: -4.87 2.88 0.08  0.2428
C: -5.24 1.56 0.02  0.1143
C: -1.11 3.02 0.02  0.0323
O: -1.16 4.24 -0.01  0.0410
O: -0.12 2.26 0.01  0.1289
H: -6.83 5.20 -1.44  0.0004
H: -6.41 3.59 -2.04  0.0002
H: -5.15 4.80 -1.83  -0.0010
H: -5.47 4.79 0.62  0.0049
H: -7.91 4.29 0.62  0.0001
H: -7.00 3.33 1.77  0.0003
H: -8.05 2.41 -0.95  0.0130
H: -8.54 1.82 0.62  0.0043
H: -7.96 -0.48 -0.07  0.0010
H: -3.81 -1.53 -0.10  0.0101
H: -3.35 4.29 0.13  0.0038
S: 0.86 -2.80 0.16  0.2221
C: 0.20 -4.37 0.04  -0.0044
N: 1.10 -5.40 0.18  0.0074
C: 0.73 -6.69 0.11  0.0019
C: -0.58 -6.99 -0.11  -0.0018
C: -1.47 -5.91 -0.26  -0.0022
N: -1.08 -4.65 -0.18  -0.0029
H: 2.06 -5.14 0.34  0.0034
H: 1.50 -7.43 0.23  -0.0002
H: -0.92 -8.01 -0.18  -0.0001
H: -2.52 -6.07 -0.44  -0.0001

Values from the calculation:
- total charge = +2
- multiplicity = 5
- frontier orbital gap (alpha / beta) (hartree) = 0.1494 / 0.1390



Number 1: DFT total energy -275086.933 eV. Number 2: DFT total energy -71624.840 eV.